ORCA calculation (ωB97M-V/def2-TZVPD) on a single C23H32N4O4 molecule.

Summary:
SMILES: COCCC(=O)N1CCC(Oc2ccc(C(=O)N[C@@H](C)CCn3cccn3)cc2)CC1
Energy above the lowest of the compared OMol25 structures with the same formula, charge and spin in kJ/mol: 257.39
HOMO level in eV: -8.85
Electronic energy in Ha: -1415.630905
Frontier orbital gap in eV: 9.5
Maximum force in Eh/bohr: 0.0160
Multiplicity: 1

Atoms and positions in Å:
C 5.5041 -0.2590 7.8822
O 4.6820 -0.2091 6.7468
C 5.0456 -1.1558 5.7660
C 4.0823 -1.0226 4.5921
C 4.4317 -2.0223 3.5014
O 5.3763 -2.7826 3.6045
N 3.6194 -2.0441 2.4179
C 2.5505 -1.1250 2.1123
H 2.2879 -0.5261 2.9813
C 2.9535 -0.2176 0.9455
H 2.1286 0.4573 0.7131
H 3.8259 0.3769 1.2205
C 3.3044 -1.0727 -0.2807
C 4.3756 -2.1012 0.0945
H 4.5493 -2.7670 -0.7506
C 3.9334 -2.9198 1.3069
H 4.7298 -3.5922 1.6278
H 3.0422 -3.5000 1.0502
H 5.3033 -1.5761 0.3248
O 2.1755 -1.8027 -0.7361
C 1.1970 -1.1892 -1.4468
C 1.2033 0.1356 -1.8752
C 0.1398 0.6248 -2.6091
C -0.9579 -0.1713 -2.9135
C -0.9553 -1.5007 -2.4949
C 0.1076 -2.0013 -1.7772
H 0.1270 -3.0320 -1.4591
H -1.7688 -2.1620 -2.7557
C -2.0631 0.4355 -3.7048
O -1.8802 1.3413 -4.4973
N -3.2908 -0.0904 -3.4716
H -3.4161 -0.7510 -2.7218
C -4.4849 0.3965 -4.1273
C -5.3209 -0.7825 -4.6168
H -5.6745 -1.3732 -3.7738
H -6.1828 -0.4275 -5.1744
H -4.7270 -1.4205 -5.2663
H -4.1324 0.9878 -4.9796
C -5.2975 1.2977 -3.1894
H -5.6062 0.7324 -2.3067
H -6.1970 1.6314 -3.7099
C -4.4918 2.5197 -2.7357
N -5.2774 3.3649 -1.8816
C -6.0543 4.4054 -2.2404
C -6.6648 4.8634 -1.0958
C -6.1901 4.0158 -0.0869
N -5.3586 3.1172 -0.5784
H -6.4164 4.0287 0.9608
H -7.3454 5.6838 -0.9978
H -6.1091 4.7442 -3.2554
H -4.1566 3.0930 -3.6030
H -3.6158 2.1970 -2.1683
H 0.1450 1.6467 -2.9570
H 2.0298 0.7926 -1.6549
H 3.6875 -0.4356 -1.0906
H 1.6717 -1.7097 1.8147
H 3.0670 -1.1970 4.9524
H 4.1422 -0.0037 4.2055
H 4.9966 -2.1749 6.1761
H 6.0772 -0.9830 5.4266
H 5.4537 -1.2418 8.3675
H 6.5505 -0.0502 7.6260
H 5.1382 0.5037 8.5667